(1)
ORCA calculation (wB97M-V/def2-TZVPD) on one molecule with the formula C2H2BrIO at a distorted geometry.

Summary:
**SMILES string**: O=C(Br)CI
**M**: 248.8 g/mol
**HOMO energy**: -0.3728 Ha
**E**: -3024.3136 Eh

Each line ends with the natural charge from an NBO analysis.
Cartesian coordinates (Å):
C1 -1.28543 -1.12225 -1.14023  0.550
C2 -0.11281 -0.13600 -1.28574  -0.593
O1 -1.94467 -1.49421 -2.02909  -0.454
Br1 -1.29943 -1.94412 0.73035  -0.099
I1 0.35305 2.10836 -1.26135  0.110
H1 0.38254 -0.43569 -0.40879  0.234
H2 0.36387 -0.26402 -2.24667  0.251

***

(2)
ORCA calculation (wB97M-V/def2-TZVPD) on a 2-piece molecular cluster, C2H2BrN overall at a distorted geometry.

Summary:
**M**: 119.9 g/mol
**HOMO energy**: -0.3395 Ha
**E**: -2706.0030 Eh

Each line ends with the natural charge from an NBO analysis.
Cartesian coordinates (Å):
C1 -1.49661 1.03685 -0.20646  0.066
C2 1.50273 -1.40669 0.77396  -0.234
N1 -0.73049 1.85037 -0.30338  -0.297
Br1 2.45262 -0.89617 -0.70241  0.135
H1 -2.19209 0.23431 -0.15617  0.232
H2 0.46385 -0.81867 0.59446  0.099

***

(3)
ORCA calculation (wB97M-V/def2-TZVPD) on one molecule with the formula C2H2BrN at a distorted geometry.

Summary:
**SMILES string**: BrC1=NC1
**M**: 119.9 g/mol
**HOMO energy**: -0.3662 Ha
**E**: -2706.0761 Eh

Each line ends with the natural charge from an NBO analysis.
Cartesian coordinates (Å):
C1 -0.71057 0.15298 0.01198  0.011
C2 0.70561 -0.12063 -0.04770  -0.296
N1 0.05525 1.27286 0.00986  -0.308
Br1 -2.36852 -0.39126 -0.03626  0.229
H1 1.06855 -0.38384 0.94327  0.172
H2 1.24968 -0.53011 -0.88114  0.192

***

(4)
ORCA calculation (wB97M-V/def2-TZVPD) on one molecule with the formula C2H2BrN2P at a distorted geometry.

Summary:
**SMILES string**: Brn1nccp1
**M**: 164.9 g/mol
**HOMO energy**: -0.3472 Ha
**E**: -3102.2201 Eh

Each line ends with the natural charge from an NBO analysis.
Cartesian coordinates (Å):
C1 0.73400 0.42195 0.56526  -0.034
C2 0.93458 -0.00162 -0.75655  -0.719
N1 -0.47453 0.38893 1.05070  -0.246
N2 -1.30495 -0.24375 0.03134  -0.665
P1 -0.52448 -0.64573 -1.39414  0.876
Br1 -2.90638 -0.65189 0.77213  0.310
H1 1.60230 0.79663 1.04221  0.218
H2 1.93948 -0.06452 -1.31097  0.260

***

(5)
ORCA calculation (wB97M-V/def2-TZVPD) on one molecule with the formula C2H2BrP at a distorted geometry.

Summary:
**SMILES string**: C#CPBr
**M**: 136.9 g/mol
**HOMO energy**: -0.3590 Ha
**E**: -2992.6923 Eh

Each line ends with the natural charge from an NBO analysis.
Cartesian coordinates (Å):
C1 0.57931 0.00318 -0.20602  -0.364
C2 0.30925 1.23421 -0.11213  -0.216
P1 1.06225 -1.80517 -0.64016  0.527
Br1 2.26068 -2.06826 1.18548  -0.194
H1 -0.24468 -2.33170 -0.04312  0.007
H2 -0.10507 2.13532 0.25476  0.239

***

(6)
ORCA calculation (wB97M-V/def2-TZVPD) on C2H2CaCuO2 as an isolated structure at a distorted geometry.

Summary:
**M**: 161.7 g/mol
**Total charge**: +1
**HOMO energy**: -0.4032 Ha
**E**: -2545.6024 Eh

Each line ends with the natural charge from an NBO analysis.
Cartesian coordinates (Å):
C1 -0.43029 -0.43745 0.42428  0.091
C2 0.98575 -0.04505 0.19987  -0.203
O1 1.19928 0.93259 -0.71502  -0.933
O2 -1.32330 0.28382 -0.14185  -0.912
H1 1.53183 -1.00086 -0.00696  0.193
Ca1 -2.76599 -1.78166 0.24860  1.703
Cu1 -0.45949 1.93737 -1.30398  0.870
H2 1.26222 0.11124 1.29507  0.191

***

It is found that the energy relative to the best compared isomer or geometry (same formula, charge and spin) values, taken in the order of the records, are 70.47; 393.72; 201.89; 47.69; 63.44; 63.45 kJ/mol.
It is found that the LUMO values, taken in the order of the records, are -1.43; -1.08; 0.68; 0.02; 0.11; -6.09 eV.